# 1
{
  "formula": "C22H41BrNP3SSn",
  "method": "the ωB97M-V functional and the def2-TZVPD basis",
  "symbols": ["Sn", "P", "P", "P", "H", "C", "C", "H", "C", "C", "C", "C", "C", "C", "C", "C", "C", "H", "H", "H", "H", "H", "H", "H", "H", "H", "H", "H", "H", "H", "H", "H", "H", "H", "H", "H", "H", "H", "H", "H", "H", "H", "H", "H", "H", "H", "C", "C", "C", "C", "C", "C", "S", "H", "H", "H", "H", "H", "H", "Br", "C", "C", "C", "C", "N", "C", "H", "H", "H", "H"],
  "xyz": [[0.035, -0.258, -0.459], [-0.699, 1.881, 1.325], [-2.488, -0.871, -0.868], [2.580, 0.992, -0.371], [-0.018, -2.443, -8.507], [1.034, -2.657, -8.272], [1.363, -3.829, -7.713], [0.575, -4.562, -7.501], [-1.199, 3.413, 0.468], [-2.153, 1.612, 2.402], [0.471, 2.534, 2.568], [-2.610, -2.304, -1.976], [-3.519, -1.245, 0.582], [-3.355, 0.471, -1.742], [3.742, 0.215, -1.548], [3.577, 1.069, 1.158], [2.544, 2.740, -0.912], [1.769, -1.881, -8.523], [2.394, -4.100, -7.462], [-1.454, 4.162, 1.230], [-2.081, 3.228, -0.157], [-0.383, 3.796, -0.154], [-2.248, 2.498, 3.047], [-2.002, 0.726, 3.033], [-3.069, 1.501, 1.808], [-0.076, 3.291, 3.151], [1.344, 3.005, 2.099], [0.799, 1.733, 3.245], [-3.668, -2.601, -2.069], [-2.026, -3.142, -1.570], [-2.211, -2.053, -2.969], [-4.551, -0.915, 0.382], [-3.141, -0.729, 1.475], [-3.518, -2.328, 0.768], [-4.294, 0.078, -2.165], [-2.722, 0.860, -2.552], [-3.588, 1.294, -1.049], [4.689, 0.774, -1.537], [3.329, 0.213, -2.565], [3.929, -0.827, -1.247], [4.523, 1.587, 0.930], [3.801, 0.047, 1.499], [3.039, 1.609, 1.951], [3.569, 3.043, -1.177], [2.167, 3.387, -0.106], [1.888, 2.847, -1.788], [0.827, -1.629, -3.580], [0.868, -0.330, -4.108], [0.315, -0.079, -5.369], [-0.124, -1.162, -6.156], [-0.158, -2.458, -5.612], [0.378, -2.719, -4.365], [1.269, -1.982, -1.957], [-0.095, 0.958, -1.814], [1.274, 0.466, -3.468], [0.223, 0.951, -5.721], [-0.391, -1.005, -7.199], [-0.512, -3.298, -6.212], [0.484, -3.718, -3.939], [-1.325, -5.234, 2.858], [-0.287, -3.637, 2.748], [0.497, -3.240, 3.822], [1.184, -2.041, 3.712], [1.081, -1.270, 2.559], [0.303, -1.656, 1.527], [-0.346, -2.853, 1.592], [0.579, -3.835, 4.722], [1.803, -1.692, 4.518], [1.646, -0.338, 2.489], [-0.933, -3.190, 0.734]],
  "lowdin_charge": [0.596, 0.744, 0.724, 0.725, 0.118, 0.149, 0.182, 0.121, -0.228, -0.246, -0.237, -0.230, -0.205, -0.213, -0.257, -0.238, -0.225, 0.137, 0.132, 0.081, 0.050, 0.048, 0.077, 0.058, 0.048, 0.080, 0.039, 0.051, 0.088, 0.054, 0.047, 0.088, 0.029, 0.071, 0.089, 0.054, 0.059, 0.082, 0.032, 0.053, 0.083, 0.062, 0.034, 0.081, 0.047, 0.050, -0.625, -0.077, 0.015, -0.007, -0.060, -0.066, 0.806, -0.045, 0.081, 0.143, 0.116, 0.116, 0.131, 0.858, -0.620, -0.033, 0.007, -0.123, -0.077, -0.170, 0.139, 0.133, 0.084, 0.093],
  "charge": 4,
  "e_tot_ha": -5126.605192,
  "e_homo_ev": [-18.9948, -18.9950],
  "relative_energy_kcal_mol": 52.81
}



# 2
{
  "formula": "C22H41Cl29N3OS",
  "method": "the ωB97M-V functional and the def2-TZVPD basis",
  "symbols": ["C", "C", "N", "C", "C", "C", "O", "C", "Cl", "C", "N", "N", "C", "S", "H", "H", "H", "H", "H", "H", "H", "H", "H", "H", "H", "H", "H", "C", "Cl", "Cl", "H", "H", "C", "Cl", "Cl", "H", "H", "C", "Cl", "Cl", "H", "H", "C", "Cl", "Cl", "H", "H", "C", "Cl", "Cl", "H", "H", "C", "Cl", "Cl", "H", "H", "C", "Cl", "Cl", "H", "H", "C", "Cl", "Cl", "H", "H", "C", "Cl", "Cl", "H", "H", "C", "Cl", "Cl", "H", "H", "C", "Cl", "Cl", "H", "H", "C", "Cl", "Cl", "H", "H", "C", "Cl", "Cl", "H", "H", "C", "Cl", "Cl", "H", "H"],
  "xyz": [[-2.448, 0.537, 4.019], [-1.988, -1.054, 4.252], [-2.862, -1.823, 4.980], [-0.544, -1.523, 3.636], [-0.650, -2.618, 2.402], [-1.043, -4.135, 2.883], [-2.484, -4.392, 3.028], [-3.279, -3.764, 1.962], [-4.776, -4.790, 1.448], [-2.384, -3.246, 0.671], [-1.503, -2.106, 1.222], [-0.629, -1.795, 0.156], [-1.098, -0.675, -0.494], [-1.677, 0.904, -0.892], [-3.170, 0.812, 4.927], [-2.967, 0.715, 2.983], [-1.500, 1.246, 4.167], [-2.429, -2.769, 5.070], [-0.053, -0.547, 3.156], [0.184, -1.855, 4.497], [0.454, -2.690, 1.953], [-0.559, -4.279, 3.964], [-0.482, -4.928, 2.195], [-3.743, -2.773, 2.438], [-1.729, -4.079, 0.174], [-3.123, -2.857, -0.172], [-2.107, -1.295, 1.477], [-5.457, 3.081, 4.015], [-3.716, 3.248, 3.764], [-5.872, 1.440, 4.527], [-5.775, 3.785, 4.788], [-5.975, 3.303, 3.079], [-3.298, 7.405, 3.020], [-1.671, 6.745, 3.226], [-4.515, 6.124, 3.077], [-3.496, 8.120, 3.822], [-3.357, 7.909, 2.052], [-0.183, -2.273, -3.679], [0.773, -3.575, -4.398], [-1.875, -2.374, -4.181], [-0.130, -2.352, -2.590], [0.226, -1.312, -4.000], [3.253, -3.667, -7.412], [3.956, -5.158, -8.049], [4.507, -2.590, -6.785], [2.714, -3.157, -8.214], [2.562, -3.917, -6.603], [-6.324, 2.209, 0.224], [-5.169, 3.503, -0.120], [-7.367, 2.634, 1.587], [-6.944, 2.042, -0.659], [-5.774, 1.297, 0.468], [0.704, 5.236, 0.443], [2.446, 5.403, 0.192], [0.289, 3.596, 0.955], [0.387, 5.941, 1.216], [0.186, 5.458, -0.493], [4.387, 6.102, -3.179], [5.342, 4.800, -3.898], [2.695, 6.001, -3.681], [4.440, 6.023, -2.090], [4.796, 7.063, -3.500], [3.568, -8.510, -5.957], [4.522, -9.953, -5.593], [3.328, -7.524, -4.509], [4.095, -7.916, -6.708], [2.594, -8.816, -6.345], [7.508, -9.813, -7.404], [8.212, -11.304, -8.041], [8.762, -8.735, -6.777], [6.969, -9.302, -8.205], [6.817, -10.063, -6.595], [0.367, -0.160, 7.417], [-0.043, 0.974, 8.710], [0.563, 0.679, 5.873], [1.304, -0.663, 7.669], [-0.434, -0.897, 7.322], [-3.877, 11.556, 4.049], [-4.082, 9.999, 4.860], [-3.528, 11.336, 2.329], [-4.797, 12.136, 4.154], [-3.047, 12.093, 4.514], [-0.018, -8.072, 0.800], [0.742, -6.486, 0.630], [-1.688, -7.921, 1.361], [-0.013, -8.575, -0.170], [0.548, -8.663, 1.524], [3.474, 1.956, 1.998], [5.101, 1.297, 2.204], [2.257, 0.675, 2.055], [3.276, 2.671, 2.800], [3.414, 2.460, 1.031], [5.202, 6.499, -7.586], [4.792, 7.633, -6.293], [5.398, 7.339, -9.130], [6.139, 5.996, -7.334], [4.401, 5.763, -7.681]],
  "lowdin_charge": [-0.168, -0.331, 0.117, -0.117, -0.166, -0.128, -0.192, -0.578, 0.572, -0.070, -0.137, 0.028, -0.454, 0.741, 0.054, 0.050, 0.049, 0.041, 0.072, 0.125, 0.180, 0.167, 0.063, 0.132, 0.161, 0.163, 0.166, -1.045, 0.510, 0.533, 0.035, -0.103, -1.030, 0.518, 0.512, -0.096, 0.028, -1.041, 0.541, 0.504, -0.009, 0.035, -1.032, 0.511, 0.503, 0.033, -0.024, -0.982, 0.507, 0.588, 0.034, 0.027, -1.002, 0.527, 0.482, -0.004, 0.036, -1.053, 0.499, 0.476, 0.001, -0.002, -1.017, 0.554, 0.492, 0.000, 0.033, -1.064, 0.503, 0.498, 0.028, -0.059, -1.009, 0.530, 0.556, 0.033, 0.025, -0.989, 0.575, 0.515, 0.034, 0.034, -0.998, 0.523, 0.519, 0.036, 0.036, -1.042, 0.526, 0.471, 0.034, 0.006, -1.028, 0.514, 0.510, 0.029, 0.032],
  "charge": 1,
  "e_tot_ha": -14845.555387,
  "e_homo_ev": -11.7617
}